Record 1
Computed, not measured: a 6-piece molecular cluster, C6H26N2O5 overall in a non-equilibrium geometry, with ωB97M-V/def2-TZVPD.

SMILES: CCN[C@@H](C)CCN.O.O.O.O.O
gap between HOMO and LUMO: 8.81 eV
charge: 0
ΔE to the lowest compared entry with this formula, charge and spin: 144.86 kJ/mol
spin multiplicity: 1
electronic energy: -19860.9815 eV
molecular weight: 206.28 g mol⁻¹

```
39
C6H26N2O5 ωB97M-V/def2-TZVPD
C 2.036 2.428 -1.388
C 0.943 2.142 -0.336
N 0.324 0.845 -0.404
C -0.933 0.715 -1.160
C -0.612 0.793 -2.673
C -1.784 -0.439 -0.699
C -1.101 -1.838 -0.547
N -1.442 -2.461 0.767
H 3.007 2.397 -0.887
H 1.952 1.693 -2.172
H 2.007 3.413 -1.864
H 0.152 2.900 -0.258
H 1.397 2.307 0.649
H 0.881 0.010 -0.316
H -1.438 1.665 -0.913
H -0.083 -0.076 -3.049
H -1.493 0.968 -3.295
H -0.075 1.722 -2.858
H -2.254 -0.169 0.246
H -2.522 -0.578 -1.500
H -1.505 -2.414 -1.385
H -0.026 -1.847 -0.608
H -1.037 -3.388 0.848
H -2.443 -2.456 0.920
O 2.846 -0.937 1.791
H 1.974 -1.372 1.821
H 2.714 -0.158 2.320
O -4.031 2.906 0.011
H -3.422 3.653 -0.032
H -3.934 2.414 -0.831
O 0.818 0.817 3.319
H 1.037 -0.094 3.598
H 0.454 0.753 2.435
O 2.246 -3.234 -0.220
H 1.987 -3.022 0.676
H 3.119 -3.642 -0.256
O 0.361 -1.876 2.873
H -0.235 -1.837 2.080
H 0.114 -2.707 3.298
```



Record 2
Computed, not measured: C22H24FN3O3 as an isolated structure, with ωB97M-V/def2-TZVPD.

gap between HOMO and LUMO: 9.00 eV
charge: 0
ΔE to the lowest compared entry with this formula, charge and spin: 203.77 kJ/mol
spin multiplicity: 1
electronic energy: -36534.0173 eV
molecular weight: 397.45 g mol⁻¹

```
53
C22H24FN3O3 ωB97M-V/def2-TZVPD
O -2.676 -1.083 0.240
C -2.477 -0.891 -0.949
C -2.342 0.445 -1.574
C -2.099 1.566 -0.894
C -1.880 2.907 -1.539
C -2.496 3.894 -0.543
C -2.252 3.262 0.843
C -2.002 1.756 0.599
N -2.328 -1.940 -1.828
C -1.955 -3.240 -1.296
C -0.488 -3.247 -0.973
C 0.299 -4.280 -0.150
C 1.356 -3.136 -0.194
N 2.464 -3.153 0.721
C 2.907 -2.177 1.562
O 3.616 -2.434 2.522
C 2.528 -0.769 1.289
C 2.402 -0.046 0.140
C 2.068 1.286 0.537
C 1.780 2.470 -0.142
F 1.804 2.462 -1.490
C 1.470 3.621 0.531
C 1.441 3.609 1.939
C 1.708 2.471 2.663
C 2.023 1.312 1.944
N 2.314 0.047 2.376
C 1.630 -3.096 -1.700
O 0.285 -3.171 -2.198
C 0.157 -2.161 -0.100
H -2.376 0.486 -2.658
H -0.800 3.076 -1.614
H -2.296 2.968 -2.545
H -2.066 4.892 -0.629
H -3.567 3.984 -0.733
H -1.393 3.718 1.334
H -3.110 3.416 1.497
H -2.687 1.103 1.132
H -0.993 1.472 0.918
H -1.931 -1.712 -2.726
H -2.537 -3.420 -0.394
H -2.185 -4.014 -2.029
H -0.102 -4.422 0.852
H 0.547 -5.226 -0.633
H 2.815 -4.064 0.981
H 2.532 -0.405 -0.865
H 1.253 4.523 -0.025
H 1.197 4.525 2.460
H 1.677 2.472 3.744
H 2.468 -0.254 3.323
H 2.108 -2.172 -2.031
H 2.216 -3.951 -2.049
H 0.248 -1.174 -0.544
H -0.273 -2.108 0.897
```



Record 3
Computed, not measured: C2H8OP2 in the gas phase in a non-equilibrium geometry, with ωB97M-V/def2-TZVPD.

SMILES: C[P@H](=P)CO
gap between HOMO and LUMO: 8.14 eV
charge: 0
ΔE to the lowest compared entry with this formula, charge and spin: 63.93 kJ/mol
spin multiplicity: 1
electronic energy: -22826.5728 eV
molecular weight: 110.03 g mol⁻¹

```
13
C2H8OP2 ωB97M-V/def2-TZVPD
C 0.202 1.830 -0.057
P 0.328 0.157 0.543
P 2.193 -0.549 -0.023
C -1.019 -0.753 -0.418
O -0.936 -2.059 0.050
H 0.255 2.501 0.790
H 1.082 2.109 -0.574
H -0.664 1.850 -0.740
H -0.411 0.141 1.901
H 2.263 -1.678 0.699
H -1.953 -0.333 -0.127
H -0.858 -0.596 -1.430
H -0.483 -2.619 -0.613
```



Record 4
Computed, not measured: C2H6InO3 as an isolated structure in a non-equilibrium geometry, with ωB97M-V/def2-TZVPD.

gap between HOMO and LUMO (spin up / spin down): 10.67 / 6.56 eV
charge: +2
spin multiplicity: 2
electronic energy: -13464.0565 eV
<S²>: 0.755
molecular weight: 192.89 g mol⁻¹

```
12
C2H6InO3 ωB97M-V/def2-TZVPD
C -0.807 -1.630 0.126
O 0.266 -0.704 -0.058
C -0.022 0.577 -0.332
O 1.095 1.108 -0.806
In 2.223 -0.287 -1.686
H -1.198 -1.508 1.141
H -1.602 -1.445 -0.608
H -0.376 -2.619 -0.049
H -1.003 0.890 -0.712
O -0.034 1.954 1.025
H 0.433 1.505 1.740
H 1.023 2.161 0.220
```